{"formula": "C35H56BN5O10", "method": "the ωB97M-V functional and the def2-TZVPD basis", "species": ["C", "C", "C", "C", "N", "C", "C", "C", "C", "C", "C", "C", "H", "H", "H", "H", "H", "H", "H", "H", "H", "H", "H", "H", "H", "H", "H", "H", "H", "H", "H", "H", "H", "H", "H", "H", "O", "C", "O", "B", "O", "C", "O", "O", "C", "O", "C", "O", "O", "N", "C", "C", "C", "C", "H", "H", "H", "H", "H", "N", "C", "C", "C", "C", "H", "H", "H", "H", "H", "N", "C", "C", "C", "C", "H", "H", "H", "H", "H", "N", "C", "C", "C", "C", "H", "H", "H", "H", "H", "C", "C", "O", "H", "H", "H", "H", "H", "H", "C", "C", "O", "H", "H", "H", "H", "H", "H"], "coordinates": [[7.2756, -1.0047, 2.0764], [6.1889, -0.7980, 3.1358], [4.7853, -0.5667, 2.5961], [3.7722, -0.9005, 3.6920], [2.2699, -0.7135, 3.3445], [1.8608, -1.7253, 2.1872], [2.0111, -3.0631, 2.8809], [1.3775, -2.8287, 4.2584], [1.4104, -1.3290, 4.5253], [1.7158, 0.6422, 3.0269], [2.2791, 1.7862, 3.9707], [2.1905, 3.1898, 3.4227], [7.1512, -1.8438, 1.3919], [8.1779, -1.2523, 2.6357], [7.5197, -0.0744, 1.5635], [6.3877, 0.0456, 3.7968], [6.1709, -1.5860, 3.8887], [4.5830, -1.1384, 1.6904], [4.7399, 0.4743, 2.2762], [3.9781, -0.2936, 4.5737], [3.8546, -1.9229, 4.0610], [0.8027, -1.5825, 1.9674], [2.4281, -1.7086, 1.2567], [1.4920, -3.8516, 2.3360], [3.0195, -3.4665, 2.7892], [0.3683, -3.2405, 4.2679], [1.9696, -3.3804, 4.9885], [0.3520, -1.0724, 4.4799], [1.9625, -1.0584, 5.4253], [0.6307, 0.5387, 3.0328], [2.0918, 0.6765, 2.0044], [3.3246, 1.4842, 3.9090], [2.0286, 1.7329, 5.0301], [2.7449, 3.1426, 2.4854], [2.6922, 3.9635, 4.0039], [1.1381, 3.4340, 3.2781], [-1.8895, -3.2423, -0.3529], [-1.0473, -2.4318, -0.7290], [-1.0924, -1.1367, -0.7141], [0.1121, -0.4698, -1.1996], [0.8646, -1.5791, -1.7843], [0.3671, -2.7467, -1.3456], [0.9261, -3.8651, -1.4911], [-0.2149, 0.5126, -2.2233], [0.1650, 1.6955, -1.8366], [0.0149, 2.7342, -2.4518], [0.8041, 1.4754, -0.4529], [0.8143, 0.2250, -0.1551], [1.3696, 2.3924, 0.2309], [-1.6522, 2.0766, 2.5325], [-1.6667, 2.5595, 3.7553], [-2.0225, 1.5414, 4.6607], [-2.0576, 0.4170, 3.8629], [-1.8798, 0.7280, 2.5797], [-1.4314, 2.5785, 1.6843], [-1.5855, 3.6337, 3.8328], [-2.3392, 1.5033, 5.6925], [-2.1545, -0.6064, 4.1939], [-1.8405, 0.0971, 1.7040], [3.4246, -1.9903, -2.8771], [4.3596, -2.6874, -2.1612], [5.5989, -2.1843, -2.5047], [5.4079, -1.0667, -3.2425], [4.0657, -0.9058, -3.4930], [2.4397, -2.1817, -2.9932], [4.0086, -3.5955, -1.6937], [6.5694, -2.5982, -2.2743], [6.1429, -0.4488, -3.7368], [3.4813, -0.1815, -4.0411], [-3.2986, -0.9054, -3.2473], [-4.5914, -0.7054, -3.3072], [-4.9892, -0.2165, -4.5272], [-3.8648, -0.0472, -5.3076], [-2.8278, -0.5326, -4.4779], [-2.7737, -1.3546, -2.5105], [-5.1663, -0.9688, -2.4318], [-5.9447, 0.1841, -4.8321], [-3.7239, 0.4726, -6.2437], [-1.7606, -0.4904, -4.6375], [-2.5433, 4.6896, -4.1580], [-2.1696, 5.5697, -5.1340], [-3.2784, 6.0116, -5.8916], [-4.3696, 5.3163, -5.3554], [-3.8597, 4.5696, -4.3232], [-1.9484, 4.1163, -3.5770], [-1.1544, 5.9369, -5.1651], [-3.3611, 6.6486, -6.7598], [-5.3841, 5.2551, -5.7207], [-4.4020, 3.9023, -3.6697], [-4.7206, -4.4976, -2.0209], [-5.2284, -4.7507, -0.6137], [-4.9126, -3.6947, 0.3007], [-5.0204, -5.2946, -2.7014], [-3.6411, -4.3465, -2.0242], [-5.2331, -3.6161, -2.4061], [-4.8322, -5.6931, -0.2353], [-6.2908, -4.9880, -0.6684], [-3.9586, -3.6157, 0.2285], [-3.8035, 1.6533, -0.5025], [-3.0762, 2.8383, -0.9634], [-2.3032, 3.2708, 0.1286], [-3.2011, 0.8950, -0.0022], [-4.4202, 1.1984, -1.2777], [-4.5999, 1.8662, 0.2106], [-3.8789, 3.4961, -1.2968], [-2.4023, 2.8428, -1.8202], [-1.8734, 4.0239, -0.2834]], "atomic_forces_ev_per_a": [[0.65, 0.17, 1.13], [-0.30, -0.12, 0.22], [-0.57, -0.13, -0.21], [-0.82, 0.70, 0.02], [-1.67, -2.32, 0.50], [0.39, -0.43, 0.96], [-0.55, -0.48, -0.90], [1.39, -1.21, 0.23], [1.14, -0.62, -0.87], [0.88, 0.87, 0.18], [1.15, -1.62, -0.64], [-0.12, -0.37, -0.73], [-0.53, 0.24, -0.07], [0.23, 0.01, -0.04], [-0.29, -0.14, -0.31], [0.48, 0.39, -0.30], [0.07, -0.69, -0.35], [0.12, -0.29, 0.03], [-0.38, 0.14, 0.09], [-0.21, 0.19, -0.04], [0.05, -0.05, -0.42], [0.06, 0.57, 0.11], [0.22, 0.83, 0.27], [-0.51, 0.24, -0.13], [0.31, 0.45, 0.78], [0.04, 0.24, 0.09], [-0.23, -0.03, 0.24], [0.48, 1.31, 0.00], [-0.59, 0.13, 0.09], [0.05, 0.07, -0.12], [-0.36, 1.43, -0.06], [0.42, 0.54, 0.48], [-0.60, -0.39, -0.13], [-0.52, 0.42, -0.37], [-0.18, -0.30, 0.43], [0.16, 0.36, -0.27], [1.64, 1.82, -0.76], [-0.06, -2.34, 0.44], [-1.70, 0.85, 0.94], [-0.47, -1.16, -1.44], [0.06, -1.10, 0.73], [1.78, -3.52, -1.13], [-2.11, 4.17, 0.68], [-0.31, -0.67, -0.39], [-0.42, 1.83, -0.58], [0.30, -1.25, 1.11], [3.25, 5.90, 2.40], [-0.03, -0.86, 0.66], [-2.42, -3.54, -2.44], [0.62, -1.45, -1.63], [-1.05, 1.36, 2.43], [0.64, 1.33, -0.30], [-0.51, -2.78, 1.11], [0.68, 0.38, -2.13], [-0.29, 0.11, 0.02], [0.03, -0.04, 0.52], [0.47, 0.66, 0.02], [-0.44, -0.01, 0.16], [-0.04, 0.14, -0.01], [0.97, 1.90, -0.32], [-0.79, -1.01, -1.13], [0.58, -1.90, 2.00], [-0.47, 2.58, -2.38], [-0.99, -1.48, 0.49], [0.34, -0.03, 0.53], [0.42, -0.02, 0.17], [-0.16, -0.05, 0.34], [0.18, 0.01, 0.33], [0.24, -0.05, -0.05], [1.79, 0.13, -1.88], [-3.72, -0.40, 1.63], [-1.36, 0.81, 0.29], [2.84, -0.83, 1.46], [1.37, 0.85, -1.40], [-0.25, 0.28, -0.18], [-0.36, 0.09, -0.16], [-0.26, -0.42, 0.41], [-0.11, -0.30, 0.01], [-0.03, -0.14, -0.12], [0.13, 1.23, -1.33], [0.85, 1.71, -1.27], [1.28, -0.97, 0.89], [0.11, -0.59, 0.54], [-2.81, -1.81, 1.19], [0.00, 0.25, -0.15], [0.01, -0.18, -0.17], [0.60, 0.14, 0.21], [0.05, 0.21, 0.19], [-0.10, -0.10, -0.11], [-0.51, 0.38, 0.10], [0.20, -0.75, -0.05], [-0.63, -0.50, -0.59], [0.28, -0.26, 0.11], [-0.02, -0.06, -0.19], [0.26, 0.26, -0.05], [0.45, -0.14, 0.11], [-0.27, 0.82, 0.35], [0.32, 0.30, 0.14], [-1.21, -2.12, 0.00], [-0.72, 0.19, -0.54], [0.31, 1.38, -0.21], [0.24, -0.10, -0.36], [0.51, -0.24, -0.45], [0.30, 0.74, 0.38], [0.07, 0.98, 0.43], [-0.09, -1.20, -0.27], [0.68, 0.46, 0.72]], "gap_ev": 7.42, "multiplicity": 1, "e_tot_ha": -2418.3335, "homo_energy_ev": -7.599}